Record 1
The following is a DFT calculation (ωB97M-V with the def2-TZVPD basis set) of an isolated molecule of C4H6O2S at a distorted geometry.

```
13
Properties=species:S:1:pos:R:3:nbo_charge:R:1
C -1.3699 -0.2141 0.0465 -0.31
C -0.3474 0.6102 0.2683 -0.18
C 0.6354 0.7169 -0.7680 0.45
C -0.1349 1.6052 1.4077 -0.62
O 1.0233 -0.0618 -1.5798 -0.51
O 0.8726 -2.7288 -0.3509 -0.90
S 0.8804 -2.1308 -1.6775 0.98
H -2.2375 -0.4226 0.7009 0.22
H -1.2413 -0.8429 -0.8534 0.20
H 0.9780 1.5388 1.7417 0.22
H -0.8474 1.2562 2.1290 0.22
H -0.3328 2.5959 1.1174 0.23
H 2.1216 -1.9223 -2.1819 0.01
```

Its lowest unoccupied orbital energy (alpha / beta) is -0.48 / -0.48 eV. The strongest force on any atom is 3.0 eV Å⁻¹. The calculation puts the HOMO energy (alpha / beta) at -7.23 / -7.23 eV.

Record 2
The following is a DFT calculation (ωB97M-V with the def2-TZVPD basis set) of a cluster of 2 separate species, C4H6O2S2 in total at a distorted geometry.

```
14
Properties=species:S:1:pos:R:3:nbo_charge:R:1
C 0.7376 -0.2660 -0.9630 -0.46
C 0.5623 -1.5654 -1.0685 -0.32
C -0.8582 0.7810 1.9246 -0.38
C -1.6838 0.0353 1.2460 -0.39
O 3.0304 0.2610 0.0897 -0.94
O -0.6614 -0.3238 -3.3656 -0.93
S 1.8017 0.9983 -0.1879 1.16
S -0.7609 -0.5667 -1.9416 1.21
H 0.8735 -2.5191 -0.8304 0.24
H 2.0341 1.5992 -1.4862 0.04
H -0.6802 1.7857 1.8333 0.19
H -0.3193 0.2834 2.7214 0.19
H -1.8828 -1.0129 1.5048 0.20
H -2.1931 0.5101 0.5233 0.18
```

Its lowest unoccupied orbital energy is 0.25 eV. The strongest force on any atom is 3.9 eV Å⁻¹. The calculation puts the HOMO energy at -9.63 eV.

Record 3
The following is a DFT calculation (ωB97M-V with the def2-TZVPD basis set) of a structure of composition C4H6O2Tl at a distorted geometry.

```
13
Properties=species:S:1:pos:R:3:lowdin_spin:R:1
C 0.4908 1.1920 -0.1269 0.23
C 0.8606 0.6690 0.9071 0.34
H 1.2481 0.1071 1.7396 0.01
O 0.8737 2.6714 -1.9837 0.24
C -0.0829 2.1264 -1.1071 0.09
H -0.8938 1.6165 -1.6517 0.06
H 1.2413 1.9736 -2.5351 0.00
H -0.5290 2.9653 -0.5312 0.03
H 0.9704 -2.5414 1.3593 0.00
C -0.0475 -2.5364 0.9362 0.00
O -1.0059 -2.7863 1.6461 0.00
Tl -2.9532 -3.2331 1.4750 0.00
H -0.1725 -2.2241 -0.1276 0.00
```

Its charge is +2. Its expectation value of S² is 0.7588. Its lowest unoccupied orbital energy (alpha / beta) is -8.57 / -13.48 eV. The spin multiplicity is 2. The strongest force on any atom is 6.3 eV Å⁻¹. The calculation puts the HOMO energy (alpha / beta) at -18.01 / -18.01 eV.

Record 4
The following is a DFT calculation (ωB97M-V with the def2-TZVPD basis set) of a structure of composition C4H6O3Rb at a distorted geometry.

```
14
Properties=species:S:1:pos:R:3:lowdin_spin:R:1
H 3.8812 0.4070 0.7928 0.06
O -0.5584 0.4189 0.7849 0.00
C -1.4715 0.0456 0.0058 0.00
O -1.6412 -1.1463 -0.3463 0.00
Rb 1.1466 -2.7490 1.0427 0.00
O -2.3368 0.9472 -0.4818 0.00
C -3.3915 1.3815 0.3657 0.00
H -3.9698 0.4857 0.6139 0.00
H -3.0015 1.8398 1.2837 0.00
H -4.0336 2.1035 -0.1548 0.00
C 3.4437 -0.0775 -0.1190 0.77
C 3.8534 -0.9601 -1.0065 0.11
H 3.2817 -1.1893 -1.9141 0.02
H 4.7978 -1.5068 -0.8670 0.03
```

Its expectation value of S² is 0.7626. Its lowest unoccupied orbital energy (alpha / beta) is -1.01 / -1.01 eV. The spin multiplicity is 2. The strongest force on any atom is 3.2 eV Å⁻¹. The calculation puts the HOMO energy (alpha / beta) at -7.06 / -7.05 eV.

Record 5
The following is a DFT calculation (ωB97M-V with the def2-TZVPD basis set) of a cluster of 2 separate species, C4H6O3S in total at a distorted geometry.

```
14
Properties=species:S:1:pos:R:3:nbo_charge:R:1
C -0.3885 1.1923 -0.6560 0.09
C -0.4579 -0.3101 -0.8259 -0.50
C 0.6984 0.2349 0.0004 0.09
C 2.1930 0.0766 -0.4603 0.42
H -1.5887 0.7761 1.2110 0.49
H -0.2585 2.1742 -1.2316 0.26
H -0.0705 -0.8462 -1.6920 0.25
H -2.6574 -0.1491 0.1182 0.18
H 0.3818 -0.8490 1.5367 0.48
H 2.4610 0.2320 -1.5750 0.12
O -1.4193 1.6783 0.2639 -0.74
O 0.3936 0.1137 1.3537 -0.68
O 3.0301 -0.4850 0.1772 -0.49
S -1.6607 -1.1848 -0.0672 0.04
```

Its lowest unoccupied orbital energy is 0.28 eV. The strongest force on any atom is 5.9 eV Å⁻¹. The calculation puts the HOMO energy at -9.42 eV.

Record 6
The following is a DFT calculation (ωB97M-V with the def2-TZVPD basis set) of an isolated molecule of C4H6O3Si.

```
14
Properties=species:S:1:pos:R:3:nbo_charge:R:1
C 1.6998 -0.0379 -0.6221 -0.36
C 0.4106 0.1978 -0.7899 -0.22
C -0.6162 -0.8229 -0.6063 -0.25
C -1.6278 -0.6852 0.2585 -0.18
O -2.5682 -1.6801 0.3556 -0.68
Si -1.7928 0.7144 1.4894 2.12
O -3.0078 0.8843 2.3702 -1.19
O -0.4449 1.5952 1.5112 -1.09
H 2.4450 0.7276 -0.7569 0.20
H 2.0617 -1.0158 -0.3425 0.19
H 0.0659 1.1946 -1.0338 0.21
H -0.5436 -1.7317 -1.1855 0.23
H -3.2391 -1.4451 1.0071 0.50
H -0.3351 2.3076 2.1389 0.52
```

Its lowest unoccupied orbital energy is 0.12 eV. The strongest force on any atom is 0.6 eV Å⁻¹. The SMILES is C=C/C=C(/O)[Si](=O)O. The calculation puts the HOMO energy at -9.10 eV.

Calculated calculated total energy (eV), listed in the same order as above: -19170.102, -30004.949, -13009.617, -11039.493, -21218.096, -18265.647